No. 1
Entry from OMol25: a structure of composition C43H61BiGeN4O5S2Si in a non-equilibrium geometry (ωB97M-V/def2-TZVPD).

Each line ends with the Mulliken spin population.
CARTESIAN COORDINATES (ANGSTROEM)
C -4.039 -3.322 -4.373  0.0025
C -0.627 4.927 2.519  0.0008
H 4.662 -2.512 -2.328  -0.0001
C 0.490 -4.440 -0.848  0.0019
Ge 0.425 3.297 0.200  0.3328
H -1.401 6.061 4.211  0.0008
C 1.918 -2.969 3.547  -0.0043
C 4.941 4.803 -0.006  0.0064
C -1.896 6.897 -1.847  0.0130
H -1.023 4.340 5.797  0.0003
O 1.011 1.635 -2.610  -0.0039
C 0.817 -4.721 -2.303  -0.0004
H 2.251 5.149 1.995  0.0013
H 2.574 3.439 -1.975  -0.0076
H 0.864 1.872 2.918  -0.0059
O 1.641 -2.979 2.112  0.0079
H 4.944 -1.937 1.960  -0.0040
H 3.726 -1.226 -1.624  -0.0047
C -0.518 6.690 -2.055  -0.0059
H 1.940 -4.926 -2.365  -0.0001
H -7.801 -1.267 -0.747  0.0000
C 5.275 -1.526 0.974  0.0249
H -6.546 -1.854 1.410  -0.0001
H 5.956 5.132 -0.035  0.0004
C 2.226 4.075 0.072  0.0114
H -5.554 -1.199 3.832  0.0000
C -3.109 -1.507 -3.139  -0.0018
H -1.817 -1.567 -6.265  0.0000
C -0.973 5.145 3.854  0.0013
C -3.302 -2.921 -5.533  -0.0027
H -0.500 2.807 -5.129  0.0001
N -3.705 -1.118 -0.879  0.0337
H 5.042 3.844 -1.876  0.0000
H -3.886 -0.658 3.643  0.0012
C -3.880 -2.714 -3.146  -0.0033
H -2.280 7.851 -2.214  0.0008
C 4.365 4.209 -1.101  -0.0031
H 3.014 -1.047 3.349  0.0013
H -3.355 -3.489 -6.477  -0.0002
C -2.407 -1.882 -5.376  0.0049
C -2.995 -0.689 -1.908  -0.0198
C -0.018 3.721 2.116  0.0351
H -0.229 -2.873 3.791  -0.0001
H -6.566 0.017 -1.116  0.0000
N -4.910 -0.628 1.037  -0.0010
H 3.856 -3.830 3.127  0.0001
H 2.203 0.626 -4.492  0.0000
N 1.558 1.337 -4.816  0.0009
C 1.081 -5.468 0.092  -0.0002
O -2.295 0.391 -1.925  0.0925
O 1.077 -3.166 -0.529  -0.0282
H 0.040 7.371 -2.675  -0.0003
C 2.307 -1.546 4.048  0.0083
C 0.052 5.489 -1.654  0.0221
H 6.032 -4.049 0.658  0.0002
H -2.633 4.217 0.088  0.0001
S 2.107 -0.353 0.380  0.2934
H 5.482 -1.075 -1.740  0.0003
C 4.842 -2.446 -0.136  -0.0110
H 0.684 -2.829 5.308  0.0000
C 4.165 5.126 1.101  -0.0013
C -5.190 0.279 2.141  0.0088
C 2.838 4.797 1.139  0.0025
C 4.650 -1.796 -1.497  0.0018
C 0.816 1.910 -3.846  0.0026
S -2.377 0.107 1.255  0.0931
C -2.265 -1.207 -4.194  -0.0021
Si 2.071 -2.554 0.612  0.0334
H 2.687 -1.583 5.113  -0.0004
C -0.649 4.612 -0.803  0.0118
C 2.978 3.937 -1.114  0.0082
H 4.896 -0.483 0.872  -0.0102
C -7.031 -0.585 -0.304  -0.0002
C -2.042 4.814 -0.607  0.0230
C 0.324 2.793 3.129  -0.0019
C -1.033 -4.321 -0.673  -0.0083
H 0.741 -5.259 1.126  0.0000
H -0.758 3.068 -3.477  -0.0009
H 2.587 -5.011 3.512  0.0000
H -5.600 -2.225 -0.068  0.0003
C -3.737 -0.573 0.356  0.0082
C -0.686 4.142 4.796  0.0057
H -4.777 -4.113 -4.466  0.0001
H 1.100 5.288 -1.836  0.0002
H 6.722 -3.057 -0.712  -0.0004
H 0.263 -5.624 -2.708  0.0001
H -4.340 -3.101 -2.190  -0.0004
H -4.573 1.197 1.980  -0.0015
C 3.004 -3.996 3.758  0.0001
H 1.382 -0.891 4.034  -0.0020
H -7.645 0.050 0.323  0.0000
H -6.276 0.563 2.138  0.0003
C 0.649 -3.310 4.306  0.0006
N -0.103 2.801 -4.200  0.0017
Bi -0.244 0.453 -0.567  0.0412
H 1.896 1.842 -5.653  0.0001
H -5.105 0.453 4.279  -0.0001
H 0.709 -6.477 -0.205  0.0001
H -0.824 5.674 1.758  0.0011
H 4.616 5.641 1.894  0.0004
H 5.452 -4.276 -1.019  0.0000
H -1.548 -5.160 -1.113  0.0002
C 5.833 -3.553 -0.332  0.0012
H 6.417 -1.455 1.065  0.0008
H -3.765 6.046 -1.286  0.0003
C -0.003 3.013 4.477  -0.0018
H 0.504 -4.368 4.411  0.0000
O 3.611 -3.081 0.332  -0.0044
H 0.316 2.298 5.274  0.0000
H -1.454 -0.444 -4.138  -0.0043
C -6.062 -1.442 0.530  0.0005
H 0.611 -3.891 -2.979  -0.0002
H 3.262 -3.992 4.860  0.0000
H 2.169 -5.516 0.116  0.0000
C -2.668 5.910 -1.259  -0.0046
C -4.896 -0.319 3.527  -0.0027
H -1.466 -3.409 -1.156  0.0078
H -1.289 -4.349 0.391  -0.0002

Its HOMO energy (alpha / beta) is -10.679 / -10.942 eV. As for the molar mass: 1087.8 g mol⁻¹. Its net charge is +1. As for the expectation value of S²: 0.771. Its relative energy (zero: lowest compared OMol25 entry of this formula, charge and spin) is 0.344 eV. As for the LUMO energy (alpha / beta): -0.1172 / -0.2150 Eh. The spin multiplicity is 2. The value obtained for the largest force on an atom is 2.4 eV/Å.

No. 2
Entry from OMol25: a cluster of 7 separate species, C43H61BrN2O13S in total in a non-equilibrium geometry (ωB97M-V/def2-TZVPD).

Each line ends with the Mulliken charge.
CARTESIAN COORDINATES (ANGSTROEM)
C 0.615 4.356 0.844  -0.4315
H -10.627 1.038 -1.953  0.3059
C -0.864 -8.275 0.656  -0.5398
H -2.766 -0.490 -0.667  0.2500
O 6.918 -0.979 -1.093  -0.3082
H 9.637 -1.019 -0.894  0.3050
C -0.987 -5.858 -0.008  0.8294
H 7.722 2.047 -2.079  0.3481
H 9.903 6.055 2.480  0.2750
C -10.284 0.359 -2.733  -1.0954
H -10.171 -1.394 -4.851  0.2723
C 0.860 0.463 -1.213  -0.2521
H 1.383 2.885 2.217  0.1981
H 1.485 4.301 0.187  0.3536
Br 7.016 -8.120 0.847  -0.1937
H 1.800 4.560 2.635  0.3797
H -2.893 -4.747 0.403  0.3565
C 0.931 -0.564 -2.266  -0.2879
H -6.678 0.713 0.262  0.2438
C -6.798 4.515 2.129  -0.3785
H -6.603 -0.868 -0.540  0.1843
N 1.127 -7.300 -0.474  -0.1216
H 0.512 -0.273 -3.270  0.3647
H -8.104 7.926 3.261  0.3059
C 7.840 -1.769 -1.849  -0.2967
C 1.016 3.913 2.236  -0.8661
H 3.778 -7.450 -0.427  0.3484
C -2.775 -0.605 0.417  -0.6765
H -4.072 -6.809 1.464  0.3494
C 8.084 1.120 -1.638  -0.7362
H 8.463 7.019 2.843  0.3506
C 3.964 -3.845 -0.747  -0.7302
O 6.310 -5.554 1.718  -0.4430
C -7.164 4.535 0.659  -0.8958
C -0.202 -7.087 0.041  -0.1486
H -7.709 5.443 0.392  0.3136
H -3.153 4.880 1.295  0.1707
C -3.426 -1.906 0.766  0.4716
H -10.176 -3.165 -4.855  0.3583
C 1.384 0.079 0.123  -0.1350
O 10.148 3.448 -0.754  -0.5768
C 9.132 -1.968 -1.083  -1.0883
C -2.244 -8.177 1.172  -0.4133
H 7.347 -2.732 -1.994  0.2678
H -3.242 0.266 0.871  0.2806
C 8.178 5.595 1.249  -0.3856
H -6.238 3.603 2.345  0.2638
H 2.363 -1.633 1.254  0.4105
H -10.064 -2.357 -2.473  0.3660
O 5.998 0.953 -0.540  -0.6134
H 11.064 3.893 1.881  0.2654
O 8.904 5.032 0.149  -0.3614
H 9.372 3.666 2.388  0.3528
H -8.695 -2.260 -5.231  0.3129
H 8.609 0.588 -2.429  0.2897
C -1.690 3.573 0.497  0.7383
C 4.415 -5.296 -0.615  0.7983
H -1.548 5.304 1.827  0.3332
H 4.697 -3.000 -0.856  0.4458
H 6.318 -6.209 -1.495  0.4534
C 6.907 0.369 -1.071  0.7068
O -8.367 -1.182 -2.806  -0.3609
H -1.748 -0.630 0.784  0.2587
H 8.004 -1.347 -2.843  0.3690
C 1.537 -4.726 -0.668  0.4570
H 7.341 6.141 0.811  0.3181
H 7.742 4.811 1.871  0.3425
H -0.367 -9.273 0.737  0.3456
C -2.378 -5.738 0.517  -0.4684
H -7.784 3.673 0.404  0.3224
H 0.409 1.462 -1.432  0.3222
C -7.778 7.226 2.493  -0.9219
H -6.263 4.515 0.042  0.2586
C -9.587 -2.282 -4.602  -0.9862
H -2.788 -9.056 1.610  0.2912
H -10.942 -0.506 -2.699  0.3644
C 9.040 6.557 2.040  -0.9584
O -8.078 0.874 -2.057  -0.5414
C 5.979 -5.576 -0.632  -0.0263
C -9.198 -2.302 -3.137  -0.4430
C 6.398 -6.243 0.749  0.3480
C -6.035 -0.141 0.043  -0.5206
H 9.429 7.342 1.389  0.2997
H 6.569 -4.616 -0.685  -0.3198
H -4.982 -0.064 1.952  0.3843
H -8.473 6.389 2.524  0.3247
C 1.959 -1.292 0.264  -0.6732
H 9.813 -2.617 -1.637  0.3722
H 1.145 -7.855 -1.329  0.2792
N 1.458 -1.825 -2.174  -0.4133
H 10.200 2.372 1.563  0.3051
H 1.358 0.812 0.966  0.2687
C 1.928 -2.145 -0.930  -0.1003
C 1.961 -6.127 -0.538  0.0255
H -2.340 3.860 2.503  0.2471
H -10.375 0.850 -3.703  0.2799
H 8.779 1.353 -0.832  0.0416
O -2.789 -2.927 0.714  -0.5560
S -0.262 -4.347 -0.753  -0.0839
H 0.169 3.933 2.924  0.2484
C -8.834 0.037 -2.480  0.8320
O -0.366 3.475 0.281  -0.3047
H -6.380 -1.114 1.916  0.3413
C 9.704 3.956 0.244  0.8268
H 0.272 5.392 0.815  0.3894
H 8.930 -2.418 -0.108  0.3243
C 2.524 -3.597 -0.766  -0.0636
H -5.215 0.199 -0.590  0.1899
H -7.834 7.711 1.517  0.2553
O -4.737 -1.937 1.057  -0.3996
O -5.928 5.605 2.462  -0.3734
O -5.564 7.655 3.197  -0.5704
H -8.600 -3.193 -2.938  0.3485
C -2.196 4.459 1.603  -0.8501
H -7.674 4.501 2.780  0.3721
C 10.102 3.456 1.608  -1.0172
O -2.446 2.896 -0.148  -0.5802
C 3.431 -6.383 -0.511  -0.6809
C -6.347 6.846 2.771  0.7327
C -5.529 -0.771 1.324  -0.5696
C -3.021 -6.915 1.111  -0.5477

Its HOMO energy is -6.973 eV. As for the molar mass: 925.9 g mol⁻¹. Its net charge is 0. As for the LUMO energy: 0.0173 Eh. The value obtained for the largest force on an atom is 3.6 eV/Å.